Entry from the Open Molecules 2025 dataset: a structure of composition C34H88F6LiN9O12S2 (ωB97M-V with the def2-TZVPD basis set).

Structure (XYZ):
```
152
Properties=species:S:1:pos:R:3:lowdin_spin:R:1
Li -4.288 0.880 2.632 0.701
C -1.889 -0.986 -0.149 0.011
F -3.136 -1.387 -0.431 0.017
F -1.376 -1.574 0.931 0.004
F -1.156 -1.132 -1.183 0.002
S -1.878 0.964 0.301 0.048
O -0.500 1.260 0.011 0.004
O -2.817 1.606 -0.577 0.011
N -2.440 1.045 1.999 0.033
S -1.235 1.119 2.951 0.063
O -1.548 0.905 4.363 0.027
O -0.138 0.246 2.479 0.003
C -0.529 3.036 2.773 0.007
F 0.843 3.021 3.167 0.001
F -0.614 3.479 1.517 0.002
F -1.360 3.820 3.518 0.009
C 2.832 -0.511 0.001 0.000
C 2.947 -2.038 -0.035 0.000
C 4.361 -2.510 0.233 0.000
O 5.301 -1.977 -0.772 0.000
C 6.597 -2.513 -0.591 0.000
N 2.244 -2.576 1.110 0.000
H 3.160 -0.033 -0.922 0.000
H 3.382 -0.164 0.876 0.000
H 1.768 -0.274 0.014 0.001
H 2.539 -2.468 -0.950 0.000
H 4.379 -3.600 0.220 0.000
H 4.557 -2.084 1.217 0.000
H 6.649 -3.599 -0.670 0.000
H 6.984 -2.294 0.404 0.000
H 7.226 -2.095 -1.377 0.000
H 2.743 -2.437 1.977 0.000
H 1.306 -2.220 1.225 0.000
C -0.966 -2.836 -4.118 0.000
C 0.450 -3.325 -4.584 0.000
C 1.637 -2.544 -4.034 0.000
O 2.952 -2.923 -4.607 0.000
C 3.898 -2.457 -3.684 0.000
N 0.735 -4.737 -4.424 0.000
H -1.680 -3.579 -4.473 0.000
H -1.131 -1.820 -4.477 0.000
H -1.011 -2.780 -3.030 0.000
H 0.463 -3.182 -5.664 0.000
H 1.548 -2.692 -2.958 0.000
H 1.587 -1.465 -4.183 0.000
H 4.795 -2.692 -4.256 0.000
H 3.888 -3.081 -2.790 0.000
H 3.821 -1.401 -3.426 0.000
H 1.641 -4.968 -4.806 0.000
H 0.780 -5.103 -3.483 0.000
C -1.832 -2.331 4.725 0.008
C -1.957 -2.777 6.179 0.001
C -0.904 -2.160 7.130 0.000
O -0.931 -2.665 8.430 0.000
C -0.231 -1.848 9.344 0.000
N -3.393 -2.416 6.524 0.002
H -2.709 -2.062 4.137 0.014
H -1.136 -3.092 4.372 0.000
H -1.281 -1.392 4.691 0.001
H -1.982 -3.848 6.383 0.000
H -1.083 -1.086 7.183 0.000
H -0.003 -2.380 6.558 0.000
H -0.240 -2.167 10.387 0.000
H -0.619 -0.837 9.470 0.000
H 0.832 -1.849 9.103 0.000
H -3.408 -1.525 6.999 0.002
H -3.609 -3.101 7.234 0.000
C -5.016 -1.075 -5.263 0.000
C -4.780 -2.611 -5.194 0.000
C -5.887 -3.464 -4.403 0.000
O -5.915 -3.243 -2.980 0.001
C -4.859 -3.648 -2.148 0.001
N -4.600 -3.055 -6.611 0.000
H -4.325 -0.618 -5.972 0.000
H -4.812 -0.745 -4.244 0.000
H -6.076 -0.896 -5.444 0.000
H -3.843 -2.834 -4.684 0.000
H -5.795 -4.518 -4.662 0.000
H -6.879 -3.204 -4.772 0.000
H -4.641 -4.714 -2.094 0.000
H -5.076 -3.312 -1.134 0.002
H -4.054 -3.050 -2.576 0.000
H -3.948 -2.456 -7.097 0.000
H -5.468 -2.985 -7.122 0.000
C 2.828 -0.697 6.261 0.000
C 3.643 0.111 5.224 0.000
C 3.687 -0.675 3.818 0.000
O 3.739 -2.064 4.105 0.000
C 5.099 -2.489 4.292 0.000
N 3.189 1.456 5.037 0.000
H 2.782 -0.179 7.218 0.000
H 3.335 -1.643 6.452 0.000
H 1.798 -0.907 5.971 0.000
H 4.687 0.241 5.510 0.000
H 4.339 -0.215 3.076 0.000
H 2.732 -0.462 3.338 0.000
H 5.133 -3.076 5.210 0.000
H 5.844 -1.732 4.536 0.000
H 5.352 -3.201 3.506 0.000
H 3.810 2.089 4.552 0.000
H 2.465 1.511 4.336 0.000
C 1.848 3.829 -3.074 0.000
C 1.225 2.447 -3.343 0.000
C 1.358 1.884 -4.729 0.000
O 0.289 2.370 -5.474 0.000
C 0.342 1.794 -6.784 0.000
N 2.059 1.635 -2.493 0.000
H 1.176 4.609 -3.433 0.000
H 2.859 3.879 -3.477 0.000
H 1.928 4.176 -2.044 0.000
H 0.183 2.397 -3.026 0.001
H 1.090 0.841 -4.556 0.000
H 2.408 1.972 -5.006 0.000
H 1.227 2.028 -7.375 0.000
H -0.559 2.084 -7.324 0.000
H 0.294 0.705 -6.790 0.000
H 1.577 1.241 -1.698 0.000
H 2.904 2.075 -2.156 0.000
C 3.654 2.838 1.547 0.000
C 4.114 4.082 2.354 0.000
C 3.150 5.324 2.533 0.000
O 3.688 6.301 3.402 0.000
C 4.775 7.105 2.938 0.000
N 4.574 3.674 3.617 0.000
H 4.437 2.169 1.189 0.000
H 3.226 3.219 0.620 0.000
H 2.822 2.279 1.974 0.000
H 5.041 4.418 1.889 0.000
H 2.268 4.892 3.006 0.000
H 2.904 5.773 1.571 0.000
H 4.882 8.052 3.466 0.000
H 4.757 7.114 1.848 0.000
H 5.746 6.663 3.165 0.000
H 5.362 4.271 3.825 0.000
H 3.784 4.064 4.111 0.000
C -6.219 0.702 -2.442 0.003
C -5.957 2.255 -2.725 0.001
C -7.338 3.020 -2.733 0.001
O -8.194 2.669 -3.778 0.000
C -8.145 3.455 -4.933 0.000
N -5.186 2.729 -1.583 0.003
H -5.255 0.217 -2.287 0.001
H -6.692 0.343 -3.356 0.000
H -6.769 0.482 -1.528 0.005
H -5.423 2.457 -3.653 0.000
H -7.064 4.074 -2.775 0.000
H -7.816 2.789 -1.781 0.001
H -8.277 4.486 -4.605 0.000
H -8.924 3.329 -5.685 0.000
H -7.151 3.328 -5.363 0.000
H -5.024 3.724 -1.540 0.001
H -4.269 2.312 -1.660 0.000
```

Output
DFT total energy ... -4146.67094 Eh
Molecular weight ... 1000.2 g mol⁻¹
Spin multiplicity ... 2
Expectation value of S² ... 0.750
Max |F| ... 5.7 eV Å⁻¹
Total charge ... -1
Lowest unoccupied orbital energy (alpha / beta) ... 2.02 / 2.02 eV

Entry from the Open Molecules 2025 dataset: a structure of composition C22H26AlBr5ClF15KNNaO7PS (ωB97M-V with the def2-TZVPD basis set).

Structure (XYZ):
```
82
Properties=species:S:1:pos:R:3:lowdin_charge:R:1
O 0.273 1.441 -1.347 -0.045
C -0.571 1.281 -2.161 -0.540
N -1.639 2.184 -2.401 0.075
C -2.666 1.501 -3.229 -0.291
C -4.081 1.929 -2.848 -0.078
C -4.431 3.269 -3.488 -0.274
F -5.781 3.410 -3.634 0.018
C -2.278 0.034 -3.028 -0.166
C -2.992 -1.085 -3.742 -0.424
F -2.327 -2.247 -3.469 0.112
F -4.228 -1.194 -3.192 0.136
C -3.133 -0.991 -5.258 -0.304
F -3.716 -2.110 -5.712 0.136
F -3.912 0.078 -5.556 0.111
C -0.751 0.159 -3.171 -0.286
P -0.018 0.885 -4.725 0.497
S 1.697 0.129 -5.299 0.278
H -2.096 2.205 -1.494 0.132
H -2.581 1.789 -4.270 0.122
H -4.178 2.072 -1.773 0.137
H -4.799 1.181 -3.148 0.133
H -3.989 3.348 -4.480 0.143
H -4.064 4.064 -2.836 -0.080
H -2.447 -0.146 -1.968 0.110
H -2.161 -0.917 -5.742 0.149
H -0.158 -0.724 -3.010 0.104
H -0.975 0.831 -5.742 -0.005
H 0.119 2.241 -4.437 0.016
F -0.921 -6.880 -0.791 0.132
C -1.997 -6.229 -0.387 -0.245
C -2.595 -6.553 0.816 0.079
C -3.696 -5.884 1.263 -0.018
C -4.227 -4.855 0.470 -0.040
C -3.632 -4.525 -0.748 -0.067
C -2.514 -5.199 -1.185 0.013
H -2.095 -7.475 1.475 0.043
H -4.158 -6.151 2.206 0.140
H -5.109 -4.323 0.800 0.123
H -4.054 -3.735 -1.355 0.112
H -2.025 -4.956 -2.119 0.126
C -1.254 -2.518 1.442 -1.623
Br -1.202 -0.852 0.452 0.637
Br 0.485 -3.327 1.450 0.617
Br -1.957 -2.291 3.199 0.648
H -1.918 -3.181 0.905 -0.070
K -2.758 4.865 -2.286 1.058
O 2.493 5.219 -1.899 -0.271
Cl 1.845 4.018 -1.566 0.674
O 0.411 4.199 -1.563 -0.365
O 2.282 3.612 -0.178 -0.532
O 2.197 2.946 -2.453 -0.334
Na 2.531 -2.191 -3.986 0.615
O 5.355 -1.178 -5.388 -0.201
H 5.817 -0.375 -5.677 -0.034
Al 2.158 1.721 0.521 0.943
Br 4.202 6.178 2.030 0.609
C 5.540 6.921 0.826 -0.680
C 5.272 6.540 -0.604 -0.683
Br 5.746 4.690 -0.958 0.636
H 6.504 6.571 1.177 0.053
H 5.476 7.998 0.948 0.062
H 5.888 7.131 -1.276 0.064
H 4.229 6.647 -0.875 0.028
F -1.648 -8.479 1.784 -0.093
C 1.202 -0.841 6.254 -0.057
C 1.834 -0.073 5.091 -0.435
C 2.874 -0.788 4.226 -0.305
F 3.951 -1.167 4.925 0.118
F 3.282 0.086 3.262 0.016
F 2.326 1.102 5.517 0.147
F 0.805 0.208 4.216 0.057
O 1.719 -0.634 7.539 0.060
C 2.795 -1.331 8.014 -0.544
C 4.000 -0.418 8.281 -0.282
F 4.327 0.263 7.163 0.098
F 5.044 -1.188 8.641 0.113
F 3.120 -2.358 7.204 0.151
F 2.439 -1.849 9.205 0.157
H 0.189 -0.447 6.314 0.150
H 1.107 -1.903 6.019 0.149
H 2.430 -1.663 3.742 0.154
H 3.763 0.287 9.080 0.179
```

Output
DFT total energy ... -18006.69958 Eh
Molecular weight ... 1288.5 g mol⁻¹
Spin multiplicity ... 1
Max |F| ... 5.9 eV Å⁻¹
Total charge ... +2
Lowest unoccupied orbital energy ... -10.76 eV

Entry from the Open Molecules 2025 dataset: a structure of composition C15H8Cl2PdS6 (ωB97M-V with the def2-TZVPD basis set).

Structure (XYZ):
```
32
Properties=species:S:1:pos:R:3:lowdin_charge:R:1
Pd 0.827 0.727 -0.990 0.228
S 4.563 3.977 -6.311 0.346
C 3.717 3.212 -5.084 -1.561
S 4.386 2.029 -4.043 0.858
C 2.980 1.696 -3.053 -1.191
C 1.878 2.410 -3.381 -1.152
S 0.326 2.292 -2.585 0.533
S 2.072 3.518 -4.719 0.855
S 3.088 0.526 -1.772 0.399
Cl -1.657 -2.077 0.971 0.701
C -0.441 -2.455 2.128 -0.690
C -0.810 -3.318 3.149 -0.161
C 0.111 -3.724 4.097 -0.137
C 1.410 -3.254 3.987 -0.168
C 1.754 -2.395 2.961 -0.696
Cl 3.421 -1.874 2.936 0.596
C 0.853 -1.924 1.969 -0.733
S 1.488 -0.853 0.756 0.498
H -1.833 -3.669 3.177 0.085
H -0.172 -4.398 4.896 0.083
H 2.174 -3.545 4.696 0.083
C -3.886 1.329 -0.116 -0.146
C -3.465 0.484 -1.136 -0.140
C -2.109 0.314 -1.391 -0.194
C -1.131 0.963 -0.630 -0.428
C -1.577 1.846 0.353 -0.150
C -2.931 2.016 0.622 -0.132
H -4.943 1.458 0.092 0.077
H -4.197 -0.051 -1.734 0.084
H -1.803 -0.352 -2.190 0.085
H -0.851 2.399 0.937 0.085
H -3.242 2.693 1.411 0.082
```

Output
Energy above the lowest of the compared OMol25 structures with the same formula, charge and spin ... 14.2 kcal per mole
DFT total energy ... -4013.91549 Eh
Molecular weight ... 558.0 g mol⁻¹
Spin multiplicity ... 1
Max |F| ... 0.8 eV Å⁻¹
Total charge ... -2
Lowest unoccupied orbital energy ... 4.46 eV

Entry from the Open Molecules 2025 dataset: a cluster of 2 separate species, C4H12 in total (ωB97M-V with the def2-TZVPD basis set).

Structure (XYZ):
```
16
Properties=species:S:1:pos:R:3:lowdin_spin:R:1
C 0.064 -1.734 1.518 0.173
C -1.415 -1.385 1.704 0.150
H 0.633 -0.828 1.735 0.041
H 0.354 -2.489 2.249 0.021
H 0.288 -2.082 0.513 0.032
H -2.019 -1.194 0.812 0.026
H -2.025 -2.176 2.164 0.016
H -1.552 -0.533 2.368 0.028
C 1.048 2.191 -1.918 0.143
C 0.400 0.898 -1.372 0.208
H 0.403 2.657 -2.661 0.015
H 1.247 2.838 -1.063 0.026
H 2.004 2.004 -2.411 0.016
H 0.640 0.775 -0.316 0.029
H 0.614 0.003 -1.952 0.039
H -0.683 1.056 -1.370 0.037
```

Output
Energy above the lowest of the compared OMol25 structures with the same formula, charge and spin ... 7.9 kcal per mole
DFT total energy ... -159.51754 Eh
Molecular weight ... 60.1 g mol⁻¹
Spin multiplicity ... 2
Expectation value of S² ... 0.750
Max |F| ... 1.2 eV Å⁻¹
Total charge ... -1
Lowest unoccupied orbital energy (alpha / beta) ... 4.27 / 4.56 eV

Entry from the Open Molecules 2025 dataset: a structure of composition C23H55N3OP4SeV (ωB97M-V with the def2-TZVPD basis set).

Structure (XYZ):
```
88
Properties=species:S:1:pos:R:3:lowdin_spin:R:1
V -0.599 0.094 -2.185 1.930
P -2.478 0.067 -0.927 0.028
P 0.178 -2.049 -1.848 0.020
P 0.195 2.243 -1.670 0.014
H 3.869 -0.655 0.377 0.003
C 3.165 -0.229 -0.367 0.009
C 2.053 0.529 0.214 0.027
H 1.135 0.036 0.562 0.007
C -3.793 0.028 -2.167 0.008
C -2.774 -1.316 0.199 0.005
C -2.905 1.487 0.109 0.009
C 1.643 -2.734 -2.739 -0.002
C 0.340 -2.831 -0.223 0.000
C -1.131 -3.110 -2.629 0.019
C 1.762 2.641 -2.560 0.001
C 0.209 3.064 -0.025 0.000
C -1.006 3.341 -2.550 0.012
H 3.771 0.400 -1.058 0.001
H 2.153 1.599 0.460 0.001
H -4.742 0.201 -1.648 0.001
H -3.804 -0.943 -2.683 0.001
H -3.617 0.816 -2.911 0.001
H -3.747 -1.158 0.672 0.000
H -1.982 -1.308 0.958 0.000
H -2.783 -2.273 -0.330 0.000
H -3.903 1.313 0.513 0.000
H -2.902 2.409 -0.477 0.000
H -2.177 1.548 0.920 0.000
H 1.354 -3.626 -3.310 -0.001
H 2.427 -3.019 -2.026 0.000
H 2.041 -2.032 -3.482 0.000
H 1.375 -3.142 -0.094 0.000
H -0.328 -3.704 -0.141 0.000
H 0.085 -2.123 0.577 0.000
H -0.726 -4.119 -2.784 0.003
H -1.419 -2.710 -3.613 0.000
H -2.029 -3.195 -2.004 0.000
H 1.905 3.730 -2.569 0.000
H 1.739 2.261 -3.588 0.000
H 2.643 2.200 -2.085 0.000
H 1.196 3.513 0.136 0.000
H 0.032 2.302 0.739 0.000
H -0.555 3.846 0.089 0.000
H -0.515 4.300 -2.763 0.002
H -1.897 3.510 -1.937 0.000
H -1.323 2.879 -3.491 0.000
C 0.995 0.269 -5.247 0.003
C 2.235 0.036 -4.633 -0.003
C 3.371 0.074 -5.454 0.001
C 3.337 0.272 -6.843 -0.006
C 2.091 0.495 -7.440 0.001
C 0.926 0.458 -6.643 -0.007
Se -0.765 0.302 -4.339 -0.090
H 2.724 -1.079 -0.954 0.002
H 2.353 -0.151 -3.552 0.001
H 4.353 -0.066 -5.030 0.000
H 4.250 0.268 -7.470 0.000
H 1.997 0.690 -8.513 0.000
H -0.067 0.595 -7.085 -0.001
C -3.086 -0.306 4.091 0.000
N -1.798 0.333 4.488 0.000
C -1.968 1.737 4.854 0.000
P -0.417 -0.075 3.652 0.000
O -0.461 0.107 2.168 0.000
N 0.747 0.897 4.466 0.000
C 2.011 1.138 3.763 0.000
C 1.005 0.705 5.910 0.000
N -0.268 -1.679 4.081 0.000
C 0.714 -2.518 3.382 0.000
C -0.739 -2.139 5.391 0.000
H -3.725 0.405 3.525 0.000
H -3.651 -0.587 5.015 0.000
H -2.941 -1.230 3.494 0.000
H -2.550 1.795 5.785 0.000
H -0.991 2.211 5.015 0.000
H -2.513 2.284 4.058 0.000
H 1.848 1.559 2.763 0.000
H 2.600 1.858 4.349 0.000
H 2.611 0.215 3.687 0.000
H 1.648 1.538 6.240 0.000
H 0.099 0.720 6.526 0.000
H 1.577 -0.220 6.097 0.000
H 1.517 -2.860 4.061 0.000
H 0.232 -3.415 2.949 0.000
H 1.170 -1.949 2.554 0.000
H 0.107 -2.392 6.048 0.000
H -1.332 -1.344 5.875 0.000
H -1.382 -3.031 5.275 0.000
```

Output
Energy above the lowest of the compared OMol25 structures with the same formula, charge and spin ... 0.0 kcal per mole
DFT total energy ... -5858.70121 Eh
Molecular weight ... 643.5 g mol⁻¹
Spin multiplicity ... 3
Expectation value of S² ... 2.055
Max |F| ... 3.5 eV Å⁻¹
Total charge ... +3
Lowest unoccupied orbital energy (alpha / beta) ... -12.30 / -12.25 eV

Entry from the Open Molecules 2025 dataset: a cluster of 14 separate species, C5H41N3O13 in total (ωB97M-V with the def2-TZVPD basis set).

Structure (XYZ):
```
62
Properties=species:S:1:pos:R:3:lowdin_charge:R:1
N 2.181 -1.064 -2.168 -0.010
C 3.006 0.233 -2.006 -0.178
C 3.563 0.228 -0.584 -0.227
N 2.605 -0.280 0.460 -0.205
C 3.358 -0.660 1.610 -0.104
C 1.508 0.859 0.564 -0.150
C 0.306 0.286 -0.051 -0.248
N -0.187 0.920 -1.288 0.053
H 2.684 -1.933 -2.676 0.149
H 1.909 -1.439 -1.335 -0.029
H 2.285 1.102 -2.149 0.104
H 3.716 0.298 -2.801 0.096
H 4.014 1.295 -0.296 0.152
H 4.484 -0.155 -0.483 0.054
H 2.597 -0.637 2.448 0.069
H 4.245 0.039 1.709 0.097
H 3.864 -1.668 1.545 0.105
H 2.029 1.891 0.338 0.150
H 1.325 1.131 1.639 0.088
H 0.509 -0.838 -0.163 0.127
H -0.573 0.181 0.673 0.105
H -0.060 0.292 -2.094 0.074
H 0.301 1.677 -1.385 -0.007
H 1.994 2.759 2.041 -0.015
H 1.250 3.693 2.945 0.031
O 2.164 3.543 2.609 -0.077
H -1.663 1.949 -0.353 0.064
H -2.972 2.849 -0.226 -0.002
O -2.470 2.250 0.170 -0.026
H 0.893 -2.014 4.520 0.136
H 1.800 -0.907 3.912 0.037
O 1.030 -0.965 4.568 -0.123
H -2.102 1.295 -2.752 -0.027
H -2.927 1.243 -1.579 -0.015
O -2.909 1.672 -2.450 -0.050
H -2.762 -2.413 3.278 -0.028
H -2.158 -1.021 3.870 0.076
O -2.969 -1.540 3.444 -0.096
H -1.152 1.853 -4.561 0.037
H 0.140 1.141 -4.871 0.027
O -0.219 1.847 -4.324 -0.051
H -3.081 -2.175 1.418 0.022
H -3.580 -2.324 -0.035 -0.025
O -3.215 -2.836 0.680 -0.077
H -2.864 -1.786 -3.023 0.064
H -2.492 -1.117 -1.479 0.059
O -2.498 -1.929 -2.123 -0.106
H 0.225 -1.886 -3.453 -0.010
H 1.135 -1.078 -4.211 0.111
O 0.101 -1.478 -4.336 -0.171
H -3.444 0.419 0.541 0.057
H -4.565 -0.628 0.436 0.058
O -3.874 -0.217 -0.083 -0.063
H -1.028 0.757 2.650 -0.033
H -0.447 0.023 3.964 0.017
O -0.958 0.002 3.164 -0.043
H -0.168 -4.506 -0.615 -0.008
H -0.817 -3.211 -0.846 0.026
O 0.071 -3.633 -0.763 -0.047
H -1.463 2.413 1.571 -0.001
H -0.939 3.513 2.638 0.076
O -0.735 2.684 2.162 -0.072
```

Output
Energy above the lowest of the compared OMol25 structures with the same formula, charge and spin ... 183.7 kcal per mole
DFT total energy ... -1357.28667 Eh
Molecular weight ... 351.4 g mol⁻¹
Spin multiplicity ... 1
Max |F| ... 7.5 eV Å⁻¹
Lowest unoccupied orbital energy ... 0.15 eV